C34H28Co2NO7 as an isolated structure, computed with ωB97M-V/def2-TZVPD.

Calculated values
HOMO-LUMO gap   0.218 Ha
ΔE to the lowest compared entry with this formula, charge and spin   8.6 kcal per mole
Net charge   -1

Each line ends with the Mulliken charge.
Positions of all 72 atoms, in Å:
C: 5.39 0.21 1.30  -0.76
O: 4.63 1.45 1.38  -0.49
C: 3.34 1.40 1.81  0.48
C: 2.55 2.58 1.69  -0.83
C: 1.20 2.54 1.95  -0.82
C: 0.55 1.33 2.33  1.13
C: -0.91 1.26 2.45  -1.97
C: -1.62 0.24 1.82  0.40
N: -2.91 0.45 1.45  0.44
C: -3.52 1.79 1.43  -0.59
C: -4.91 1.60 0.82  -0.69
C: -4.97 0.15 0.31  -0.61
C: -3.68 -0.55 0.74  -0.44
C: -1.01 -1.09 1.45  -0.80
C: -0.10 -1.21 0.38  0.23
C: 0.45 -2.45 0.04  -0.84
C: 0.06 -3.60 0.75  -0.56
C: -0.87 -3.49 1.79  -0.95
C: -1.41 -2.25 2.14  0.90
C: 1.37 0.22 2.55  0.34
C: 2.73 0.23 2.32  -0.71
H: 6.34 0.51 0.87  0.24
H: 5.56 -0.21 2.30  0.29
H: 4.89 -0.53 0.66  0.32
H: 3.04 3.49 1.35  0.38
H: 0.58 3.42 1.80  0.34
H: -1.37 2.26 2.46  0.49
H: -3.57 2.22 2.45  0.23
H: -2.93 2.49 0.80  0.33
H: -5.68 1.79 1.57  0.32
H: -5.04 2.32 0.01  0.33
H: -5.84 -0.37 0.71  0.28
H: -5.05 0.14 -0.78  0.34
H: -3.14 -0.96 -0.12  0.25
H: -3.92 -1.38 1.40  0.15
H: 0.21 -0.32 -0.18  0.41
H: 1.18 -2.53 -0.76  0.40
H: 0.47 -4.57 0.49  0.37
H: -1.18 -4.38 2.34  0.39
H: -2.15 -2.15 2.94  0.06
H: 0.93 -0.74 2.84  0.34
H: 3.34 -0.67 2.47  0.35
O: 0.98 -2.69 4.53  -0.45
C: 0.31 -1.81 4.88  -0.07
Co: -0.44 -0.24 5.30  1.18
C: 0.98 0.72 5.62  0.04
O: 1.92 1.40 5.71  -0.46
C: -1.19 1.56 5.08  0.55
O: -0.83 2.71 5.06  -0.71
C: -1.59 -0.93 6.90  -0.18
C: -0.96 -1.06 8.21  0.55
C: 0.31 -1.66 8.35  0.04
C: 0.93 -1.71 9.61  -0.81
C: 0.29 -1.18 10.74  -0.39
C: -0.98 -0.62 10.62  -0.73
C: -1.60 -0.57 9.37  -0.30
C: -2.32 -0.27 5.94  0.66
C: -2.61 1.04 5.37  -0.73
Co: -2.73 -2.00 5.95  0.08
C: -1.88 -3.50 5.53  0.24
O: -1.47 -4.54 5.24  -0.44
C: -3.98 -1.87 4.74  -0.05
O: -4.79 -1.87 3.90  -0.47
C: -3.63 -2.64 7.32  0.31
O: -4.18 -3.12 8.22  -0.45
H: 0.80 -2.09 7.47  0.37
H: 1.92 -2.16 9.68  0.37
H: 0.80 -1.20 11.71  0.36
H: -1.49 -0.22 11.50  0.34
H: -2.60 -0.15 9.26  0.42
H: -3.29 0.94 4.50  -0.13
H: -3.08 1.72 6.12  0.39

C21H15EuO4P as an isolated structure, computed with ωB97M-V/def2-TZVPD.

Calculated values
HOMO-LUMO gap (spin up / spin down)   0.181 / 0.193 Ha
Net charge   +2
Multiplicity   8

Each line ends with the Mulliken charge.
Positions of all 42 atoms, in Å:
O: 0.00 2.97 -1.05  -0.17
C: 0.00 1.83 -0.66  0.38
Eu: 0.00 0.00 0.15  0.37
C: 1.58 -0.91 -0.67  0.39
C: -1.58 -0.91 -0.67  0.39
O: 2.57 -1.49 -1.05  -0.18
O: -2.57 -1.48 -1.05  -0.18
O: 0.03 0.04 2.07  0.23
P: 0.05 0.60 3.49  0.85
C: -1.58 -0.13 3.78  1.08
C: -2.28 0.06 4.99  -0.17
C: -3.32 -0.74 5.32  -0.78
C: -3.94 -1.54 4.34  -0.49
C: -3.34 -1.68 3.11  -0.85
C: -2.14 -1.02 2.84  -0.18
C: 1.66 -0.39 3.89  0.76
C: 2.10 -1.41 3.03  -0.29
C: 3.25 -2.16 3.30  -0.86
C: 3.99 -1.93 4.46  -0.49
C: 3.63 -0.85 5.28  -0.75
C: 2.54 -0.05 4.93  -0.27
C: 0.03 1.42 5.11  0.30
C: 0.14 0.67 6.30  -0.08
C: 0.05 1.29 7.54  -0.84
C: -0.18 2.68 7.60  -0.64
C: -0.27 3.41 6.42  -0.74
C: -0.17 2.80 5.17  -0.37
H: -2.06 0.84 5.73  0.32
H: -3.78 -0.69 6.28  0.45
H: -4.87 -2.07 4.57  0.42
H: -3.77 -2.32 2.37  0.47
H: -1.70 -1.23 1.86  -0.21
H: 1.56 -1.64 2.10  0.16
H: 3.58 -2.93 2.60  0.41
H: 4.85 -2.55 4.71  0.42
H: 4.21 -0.64 6.18  0.43
H: 2.40 0.84 5.55  0.46
H: 0.26 -0.42 6.29  0.53
H: 0.12 0.71 8.47  0.48
H: -0.28 3.17 8.57  0.44
H: -0.45 4.48 6.47  0.42
H: -0.28 3.38 4.26  0.38

C34H35AuBrN6P2 as an isolated structure, computed with ωB97M-V/def2-TZVPD.

Calculated values
HOMO-LUMO gap   0.209 Ha
ΔE to the lowest compared entry with this formula, charge and spin   45.5 kcal per mole
Net charge   +3

Each line ends with the Mulliken charge.
Positions of all 79 atoms, in Å:
Au: -0.40 -0.03 -0.02  1.04
N: -2.77 -0.17 1.79  -0.03
P: -1.88 -1.44 1.05  -1.51
C: -2.96 -2.34 -0.03  1.28
C: -2.44 -2.93 -1.18  0.04
C: -3.26 -3.75 -1.94  -0.77
C: -4.58 -3.97 -1.55  -0.55
C: -5.08 -3.38 -0.39  -0.81
C: -4.28 -2.55 0.37  -0.40
C: -1.30 -2.49 2.34  1.19
C: -1.94 -2.50 3.58  -0.15
C: -1.57 -3.45 4.52  -0.92
C: -0.57 -4.37 4.23  -0.55
C: 0.08 -4.34 3.00  -0.78
C: -0.28 -3.40 2.05  -0.49
P: -2.48 1.13 0.77  0.63
C: -3.55 0.97 -0.64  1.32
C: -4.89 1.36 -0.42  -0.81
C: -5.82 1.12 -1.40  -0.77
C: -5.44 0.54 -2.61  -0.59
C: -4.11 0.19 -2.84  -0.74
C: -3.16 0.42 -1.86  -0.07
C: -2.82 2.57 1.66  0.77
C: -2.70 3.79 0.97  -0.38
C: -3.06 4.96 1.61  -0.77
C: -3.51 4.92 2.93  -0.51
C: -3.61 3.71 3.61  -0.90
C: -3.25 2.53 3.01  -0.27
H: -2.43 0.00 2.74  0.30
H: -1.42 -2.75 -1.49  0.41
H: -2.88 -4.21 -2.84  0.48
H: -5.22 -4.60 -2.15  0.46
H: -6.10 -3.57 -0.09  0.48
H: -4.67 -2.08 1.27  0.41
H: -2.75 -1.81 3.81  0.47
H: -2.08 -3.49 5.47  0.51
H: -0.29 -5.11 4.96  0.47
H: 0.86 -5.06 2.78  0.48
H: 0.21 -3.39 1.08  0.45
H: -5.19 1.83 0.51  0.47
H: -6.86 1.39 -1.23  0.48
H: -6.18 0.37 -3.38  0.47
H: -3.82 -0.24 -3.79  0.49
H: -2.13 0.17 -2.04  0.15
H: -2.36 3.82 -0.06  0.27
H: -2.98 5.91 1.09  0.48
H: -3.76 5.84 3.43  0.45
H: -3.99 3.69 4.63  0.48
H: -3.34 1.60 3.55  0.39
C: 1.13 1.76 7.25  -1.34
C: 1.96 0.61 6.69  0.61
C: 1.21 -0.72 6.73  -1.48
C: 2.53 0.88 5.30  -0.85
N: 1.55 0.72 4.19  0.48
C: 1.66 -0.04 3.10  -0.51
N: 0.55 0.06 2.40  -0.11
N: -0.23 0.93 3.09  0.48
N: 0.36 1.32 4.16  -0.79
H: 0.68 1.47 8.20  0.40
H: 0.33 2.06 6.58  0.25
H: 1.76 2.64 7.43  0.39
H: 2.85 0.51 7.31  0.38
H: 0.27 -0.67 6.16  0.26
H: 0.94 -0.97 7.75  0.46
H: 1.81 -1.54 6.33  0.37
H: 3.32 0.18 5.07  0.32
H: 2.93 1.89 5.23  0.34
H: 2.52 -0.65 2.86  0.39
Br: 2.26 -0.90 -0.65  -0.11
C: 2.01 0.84 -1.34  0.63
C: 2.99 1.53 -2.01  -0.69
C: 2.65 2.79 -2.48  -0.19
C: 1.36 3.28 -2.30  -0.88
C: 0.44 2.50 -1.63  0.08
N: 0.78 1.29 -1.14  -0.20
H: 3.97 1.10 -2.16  0.47
H: 3.39 3.39 -2.99  0.45
H: 1.06 4.24 -2.69  0.45
H: -0.58 2.83 -1.47  0.40

C30H31CoFN2O6PS as an isolated structure, computed with ωB97M-V/def2-TZVPD.

Calculated values
HOMO-LUMO gap (spin up / spin down)   0.261 / 0.274 Ha
ΔE to the lowest compared entry with this formula, charge and spin   35.4 kcal per mole
Net charge   +1
Multiplicity   2

Each line ends with the Mulliken charge.
Positions of all 73 atoms, in Å:
Co: -0.64 -0.20 -0.12  1.20
O: -4.14 -0.66 -2.44  -0.49
C: -3.21 -0.60 -1.51  -0.06
O: -2.61 0.42 -1.23  -0.39
C: -3.00 -1.82 -0.71  0.61
C: -3.72 -2.99 -0.83  -0.56
C: -3.50 -3.97 0.13  -0.93
C: -2.64 -3.71 1.18  -0.63
C: -1.96 -2.50 1.21  1.18
N: -2.10 -1.60 0.24  -0.06
C: -1.11 -2.00 2.36  0.19
O: -0.78 -2.83 3.34  -0.52
O: -0.82 -0.84 2.42  -0.45
H: -4.23 0.19 -2.88  0.41
H: -4.43 -3.12 -1.63  0.56
H: -4.05 -4.91 0.08  0.48
H: -2.54 -4.44 1.97  0.32
H: -1.09 -3.73 3.19  0.30
O: -0.57 -1.36 -2.73  -0.55
N: -0.11 -0.18 -2.20  0.42
C: -0.07 0.76 -3.05  -1.01
C: 0.37 2.14 -2.79  1.02
C: 0.77 2.85 -3.93  -1.06
C: 1.23 4.15 -3.85  -0.73
C: 1.26 4.79 -2.62  -0.84
C: 0.86 4.11 -1.48  -0.32
C: 0.43 2.78 -1.54  0.05
P: -0.02 1.98 0.04  1.36
C: -1.16 3.18 0.82  0.68
C: -2.51 3.11 0.49  -0.54
C: -3.42 3.98 1.07  -0.76
C: -2.99 4.91 2.00  -0.51
C: -1.64 5.00 2.32  -0.83
C: -0.73 4.13 1.74  -0.29
C: 1.50 2.08 1.04  0.57
C: 2.75 2.38 0.51  -0.60
C: 3.86 2.41 1.34  -0.78
C: 3.73 2.12 2.69  -0.56
C: 2.49 1.79 3.21  -0.95
C: 1.38 1.76 2.39  -0.38
H: -0.23 -2.06 -2.12  0.51
H: -0.34 0.53 -4.07  0.44
H: 0.73 2.35 -4.89  0.44
H: 1.55 4.66 -4.74  0.42
H: 1.59 5.81 -2.54  0.45
H: 0.88 4.60 -0.52  0.43
H: -2.85 2.38 -0.23  0.35
H: -4.47 3.92 0.82  0.44
H: -3.70 5.58 2.47  0.40
H: -1.30 5.73 3.04  0.42
H: 0.32 4.20 2.01  0.45
H: 2.86 2.59 -0.55  0.40
H: 4.83 2.65 0.92  0.44
H: 4.60 2.14 3.33  0.41
H: 2.39 1.55 4.26  0.43
H: 0.41 1.48 2.79  0.55
C: 1.39 -5.76 1.67  -0.97
C: 1.15 -5.34 0.23  -0.92
S: 0.93 -3.52 0.18  1.04
O: 0.13 -3.30 -1.07  -0.88
C: 2.69 -3.09 -0.14  -0.81
C: 2.92 -2.74 -1.60  -0.82
H: 1.76 -6.78 1.74  0.40
H: 0.46 -5.70 2.25  0.21
H: 2.12 -5.11 2.15  0.30
H: 0.25 -5.77 -0.19  0.42
H: 1.99 -5.61 -0.42  0.45
H: 3.30 -3.93 0.19  0.55
H: 2.89 -2.23 0.50  0.36
H: 2.73 -3.59 -2.25  0.32
H: 3.95 -2.41 -1.74  0.42
H: 2.25 -1.93 -1.89  -0.05
F: 1.00 -0.88 0.19  -0.56

C34H50P2Sn as an isolated structure, computed with ωB97M-V/def2-TZVPD.

Calculated values
HOMO-LUMO gap (spin up / spin down)   0.167 / 0.168 Ha
ΔE to the lowest compared entry with this formula, charge and spin   230.2 kcal per mole
Net charge   +2

Each line ends with the Mulliken charge.
Positions of all 87 atoms, in Å:
Sn: -0.27 0.95 -3.22  0.25
C: -0.63 -2.44 0.85  0.36
C: 0.54 -2.16 0.10  1.06
C: 0.74 -1.07 2.11  0.67
C: -0.51 -1.73 2.09  0.71
C: 1.37 -1.31 0.86  0.51
C: -1.75 -3.29 0.43  -1.15
H: -1.39 -4.17 -0.13  0.39
H: -2.46 -2.76 -0.23  0.02
H: -2.32 -3.65 1.30  0.44
C: -1.53 -1.66 3.16  -1.56
H: -2.22 -2.51 3.11  0.41
H: -2.12 -0.74 3.10  0.28
H: -1.05 -1.67 4.15  0.38
C: 1.28 -0.28 3.23  -1.41
H: 0.90 -0.68 4.18  0.33
H: 1.00 0.78 3.17  0.30
H: 2.38 -0.33 3.25  0.44
C: 2.69 -0.76 0.42  -1.45
H: 3.36 -0.62 1.28  0.43
H: 2.57 0.21 -0.08  0.19
H: 3.16 -1.44 -0.28  0.37
C: 0.85 -2.65 -1.26  -1.67
H: 0.32 -3.58 -1.49  0.38
H: 1.93 -2.82 -1.38  0.51
H: 0.57 -1.91 -2.03  0.22
C: -0.93 2.09 -4.74  -0.50
C: -1.97 1.09 -4.53  0.25
C: -2.13 0.23 -5.76  -1.23
C: -1.17 -0.93 -5.53  -1.39
C: -0.41 -0.79 -4.25  0.17
C: 0.93 -0.20 -4.47  -1.13
C: 1.12 0.65 -5.67  -1.42
C: 0.12 1.92 -5.78  -1.06
H: -1.90 0.79 -6.69  0.31
H: -0.47 -1.02 -6.38  0.64
H: -3.13 -0.12 -6.00  0.32
H: -0.29 1.91 -6.80  0.48
H: -1.15 3.13 -4.52  0.58
H: -2.91 1.47 -4.17  0.34
H: 0.79 2.79 -5.75  0.43
H: 2.12 1.05 -5.74  0.54
H: 1.80 -0.73 -4.12  0.69
H: 0.98 0.12 -6.62  0.35
H: -1.67 -1.88 -5.60  0.39
H: -0.59 -1.57 -3.50  1.01
P: -3.33 -1.09 -3.50  0.43
P: 3.10 3.41 -0.46  0.19
C: 0.70 2.06 -1.70  0.11
C: 2.10 2.58 -2.01  -0.90
H: 0.69 1.37 -0.84  -0.32
H: 0.01 2.90 -1.51  -0.08
H: 2.77 1.76 -2.34  0.35
H: 2.06 3.37 -2.79  0.72
C: 2.07 4.94 -0.33  -0.76
H: 2.52 5.49 0.51  0.43
H: 1.03 4.70 -0.12  -0.05
H: 2.14 5.53 -1.26  0.35
C: 4.40 4.12 -1.58  -1.23
H: 3.93 4.65 -2.41  0.39
H: 5.04 3.30 -1.95  0.35
H: 4.98 4.80 -0.94  0.42
C: -2.95 -0.60 -1.85  -0.18
H: -1.88 -0.65 -1.49  -0.45
H: -3.58 -1.17 -1.16  0.69
H: -3.18 0.84 -1.62  -0.42
C: -4.35 -2.21 -4.37  -0.93
H: -4.04 -3.20 -3.99  0.37
H: -4.24 -2.11 -5.48  0.33
H: -5.34 -1.88 -3.99  0.45
C: -0.93 3.22 2.09  -1.35
C: -1.19 1.86 1.86  -0.59
C: -1.81 1.42 0.69  -0.15
C: -2.32 2.38 -0.25  0.55
C: -2.94 2.02 -1.46  0.17
C: -3.23 3.00 -2.37  -0.43
C: -3.11 4.38 -2.09  -1.12
C: -2.53 4.77 -0.90  -0.75
C: -2.09 3.79 0.02  0.99
C: -1.37 4.16 1.16  -0.58
H: -0.40 3.54 2.99  0.43
H: -0.92 1.13 2.62  0.74
H: -1.93 0.37 0.48  0.43
H: -3.61 2.78 -3.37  0.81
H: -3.45 5.13 -2.80  0.46
H: -2.42 5.83 -0.65  0.44
H: -1.17 5.21 1.33  0.48

C4H6OZn as an isolated structure, computed with ωB97M-V/def2-TZVPD.

Calculated values
HOMO-LUMO gap (spin up / spin down)   0.291 / 0.234 Ha
ΔE to the lowest compared entry with this formula, charge and spin   45.6 kcal per mole
Net charge   +1
Multiplicity   2

Each line ends with the Mulliken charge.
Positions of all 12 atoms, in Å:
H: -0.22 3.50 0.47  0.26
C: 2.45 1.65 0.39  -0.71
C: 1.25 2.11 0.63  0.57
C: -0.01 2.46 0.78  -0.92
H: 3.28 1.89 1.05  0.25
H: 2.65 0.99 -0.46  0.25
H: -0.67 1.92 1.47  0.33
C: -1.22 0.51 -1.43  0.05
O: -0.53 -0.40 -0.98  -0.23
Zn: -0.75 -2.12 -0.20  0.57
H: -2.31 0.53 -1.28  0.27
H: -0.75 1.33 -1.99  0.31

A 2-piece molecular cluster, C4H5N3 overall, computed with ωB97M-V/def2-TZVPD.

Calculated values
HOMO-LUMO gap   0.371 Ha
ΔE to the lowest compared entry with this formula, charge and spin   90.3 kcal per mole
Net charge   0
Structure (SMILES)   N#CC=C=N.C=N

Each line ends with the Mulliken charge.
Positions of all 12 atoms, in Å:
N: -2.34 0.64 1.54  -0.43
C: -1.29 0.18 1.43  0.35
C: -0.03 -0.29 1.20  -0.59
C: 0.42 -1.33 1.82  0.45
N: 1.03 -2.18 2.39  -0.51
H: 0.78 0.14 0.62  0.47
H: 0.77 -3.02 1.72  0.32
C: 0.44 1.06 -2.37  -0.29
N: 0.17 1.12 -1.14  -0.44
H: -0.31 1.51 -3.03  0.19
H: 1.37 0.75 -2.85  0.26
H: -0.76 1.50 -0.93  0.22

C3H4LaLiO2 as an isolated structure, computed with ωB97M-V/def2-TZVPD.

Calculated values
HOMO-LUMO gap (spin up / spin down)   0.207 / 0.272 Ha
Net charge   +1
Multiplicity   2

Each line ends with the Mulliken charge.
Positions of all 11 atoms, in Å:
O: -1.16 -1.83 -0.35  -0.76
Li: 0.48 -1.98 -1.36  0.90
C: -1.48 -0.81 0.29  0.31
O: -0.95 0.37 -0.16  -0.29
C: 0.24 0.39 -0.91  -0.62
C: 1.40 0.82 -0.33  -0.55
H: 0.02 0.38 -1.98  0.66
H: 2.31 0.76 -0.94  0.32
H: 1.46 1.84 0.07  0.29
La: -2.18 -0.46 3.23  1.04
H: -0.15 0.53 2.45  -0.30